C4H4N4O3 | ωB97M-V/def2-TZVPD

```
15
Properties=species:S:1:pos:R:3:mulliken_charge:R:1
O 3.902 -0.522 -0.033 -0.464
N 2.884 0.289 -0.251 0.006
N 1.845 -0.584 -0.057 -0.009
C 0.376 -0.424 0.147 0.372
C -0.480 -1.420 0.040 -0.317
N -1.846 -1.346 0.006 -0.512
C -2.267 -0.166 -0.019 0.448
O -3.533 0.081 -0.214 -0.558
N -1.490 1.033 -0.004 -0.140
C -0.106 1.054 0.208 0.391
O 0.771 2.043 0.142 -0.604
H 2.072 -1.658 0.270 0.294
H -0.160 -2.402 0.437 0.296
H -4.033 -0.814 0.394 0.453
H -1.891 2.051 -0.374 0.344
```

For the HOMO energy, the calculation gives -9.03 eV. Its structure (SMILES) is O=NNc1cnc(O)[nH]c1=O. The HOMO-LUMO gap is 0.3188 Eh. The calculation puts the energy above the lowest of the compared OMol25 structures with the same formula, charge and spin at 4.483 eV. As for the charge: 0. The value obtained for the total energy is -16309.918 eV.

***

C4H4N4O3 | ωB97M-V/def2-TZVPD

```
15
Properties=species:S:1:pos:R:3:mulliken_charge:R:1
C 1.561 -1.191 0.283 0.098
C 0.846 -1.417 -1.086 -0.161
C -0.552 0.971 -0.259 0.902
C -1.186 -0.392 -0.423 -0.215
N 0.979 -0.838 1.289 -0.473
N -0.390 -1.208 -1.167 -0.237
N -1.210 1.997 0.258 -0.382
N -2.487 -0.837 -0.062 0.971
O -3.256 -0.103 0.563 -0.648
O 0.591 1.132 -0.638 -0.617
O -2.767 -1.986 -0.372 -0.563
H 2.547 -1.391 -0.058 0.334
H 1.365 -1.755 -1.870 0.525
H -2.104 1.815 0.720 0.223
H -0.796 2.922 0.200 0.241
```

For the HOMO energy (alpha / beta), the calculation gives -10.26 / -9.06 eV. The HOMO-LUMO gap (alpha / beta) is 0.2995 / 0.2770 Eh. The calculation puts the energy above the lowest of the compared OMol25 structures with the same formula, charge and spin at 5.468 eV. As for the charge: 0. The value obtained for the total energy is -16308.933 eV.